Entry 1:
ORCA calculation (ωB97M-V/def2-TZVPD) on C35H30I2N3O6PSSc as an isolated structure.

```
! RIJCOSX wB97M-V def2-TZVPD def2/J DEFGRID3
* xyz 1 1
Sc 1.74344 0.43117 2.81883
O 2.88377 1.36668 4.42801
S 2.07832 2.63377 4.32182
O 1.79345 2.75453 2.85740
O 0.60867 1.86819 4.80283
C -0.56851 2.58093 4.61268
C -0.91860 3.55472 5.53441
C -2.10307 4.25249 5.36857
C -2.93215 3.97630 4.28782
C -2.57199 3.00222 3.37287
C -1.38448 2.28496 3.52226
P -0.85762 1.02267 2.32368
C -1.22521 1.77795 0.70722
C -1.63860 0.98703 -0.36134
C -1.81076 1.54984 -1.61822
C -1.57778 2.90257 -1.81402
C -1.15877 3.69422 -0.75272
C -0.97278 3.13503 0.50161
C -1.98413 -0.38818 2.48309
C -1.55374 -1.59277 1.92395
C -2.35767 -2.71974 1.98567
C -3.58712 -2.65551 2.62624
C -4.01123 -1.46608 3.20043
C -3.21472 -0.33263 3.12947
H -0.26399 3.74873 6.37395
H -2.38019 5.01309 6.08562
H -3.85525 4.52392 4.15795
H -3.20918 2.80501 2.51932
H -1.83899 -0.06726 -0.21680
H -2.13305 0.92739 -2.44265
H -1.72478 3.34188 -2.79189
H -0.97827 4.75088 -0.90082
H -0.63802 3.75527 1.32446
H -0.58368 -1.65286 1.44014
H -2.02177 -3.64796 1.54248
H -4.21366 -3.53549 2.68327
H -4.96572 -1.41916 3.70722
H -3.55118 0.58748 3.58783
I 3.99236 -2.13598 5.03665
C 4.01619 -1.26507 6.96607
I 2.11109 -0.68548 7.70340
H 4.62873 -0.37488 6.91683
H 4.41334 -1.99862 7.65477
C 0.30364 -3.07123 -10.13239
O -0.25722 -2.00942 -9.37475
C 0.06575 -1.92072 -8.06884
C -0.51156 -0.85837 -7.36962
C -0.23388 -0.69025 -6.03282
C 0.61347 -1.57231 -5.36426
C 1.19056 -2.62704 -6.06380
C 0.92340 -2.80541 -7.40852
N 0.82862 -1.30506 -3.98832
N 1.50432 -2.15259 -3.38115
C 1.70854 -1.86960 -2.00765
C 1.84968 -2.95976 -1.18850
C 1.99445 -2.84624 0.20789
C 2.01808 -1.60938 0.79412
O 2.11111 -1.37932 2.10975
C 1.92321 -0.46110 -0.04588
N 1.97739 0.73683 0.61368
C 1.96626 1.85230 -0.09013
C 1.90983 1.85041 -1.48742
C 1.81198 0.66034 -2.15810
C 1.79104 -0.55843 -1.44003
H -0.08578 -2.95738 -11.13916
H 0.00001 -4.04140 -9.73326
H 1.39347 -3.00527 -10.15446
H -1.16903 -0.18534 -7.90220
H -0.67174 0.12847 -5.47505
H 1.85502 -3.30442 -5.54518
H 1.38428 -3.62634 -7.93710
H 1.82531 -3.93999 -1.64596
H 2.08685 -3.72922 0.82650
H 2.00993 2.77884 0.46821
H 1.93170 2.78963 -2.02034
H 1.75316 0.64895 -3.23528
O 0.76856 -0.85013 4.31835
H 0.91386 -0.62998 5.25549
H 1.03306 -1.77124 4.18575
*
```

max |F| = 0.2 eV Å⁻¹
electronic energy = -110562.0680 eV
HOMO = -0.3633 Ha
orbital gap = 6.97 eV
relative energy (zero: lowest compared OMol25 entry of this formula, charge and spin) = 5.6 kJ/mol
lowest unoccupied orbital energy = -2.91 eV

---

Entry 2:
ORCA calculation (ωB97M-V/def2-TZVPD) on C35H30N5O5PS2Ta as an isolated structure at a distorted geometry.

```
! RIJCOSX wB97M-V def2-TZVPD def2/J DEFGRID3
* xyz 1 1
Ta 9.44279 12.75045 11.97086
O 10.32611 6.55640 12.36307
C 10.16547 7.87509 12.24033
C 11.24291 8.73236 12.01969
C 11.03799 10.08845 12.05365
N 9.79540 10.57111 12.16100
C 8.74043 9.80850 12.28378
C 8.87741 8.45248 12.34002
C 7.42250 10.61054 12.47753
O 6.35320 10.17214 12.76211
O 7.66485 11.96109 12.27206
C 12.06117 11.25132 11.90723
O 13.22172 11.02334 11.72039
O 11.44906 12.40534 11.95990
H 11.23595 6.25892 12.39217
H 12.27866 8.41528 11.88277
H 8.03212 7.82496 12.52922
S 8.99344 14.73515 10.58845
C 9.10797 14.25286 8.88824
C 9.14123 15.26308 7.89923
N 9.33106 16.04413 7.06226
C 9.29685 12.98748 8.56649
S 9.48882 11.68227 9.68854
C 9.38037 12.51014 7.22928
N 9.51016 12.05125 6.17579
C 13.09004 17.66038 12.44934
C 13.27891 16.64131 13.35106
C 12.22407 15.78612 13.69687
C 10.97926 15.96456 13.07722
C 10.79376 17.01591 12.16429
C 11.84790 17.87163 11.87307
P 9.61643 14.86009 13.47448
C 8.12654 15.84276 13.82571
C 6.91211 15.17117 13.90092
C 5.77207 15.85848 14.28065
C 5.82003 17.21847 14.52261
C 7.02328 17.91093 14.36688
C 8.19599 17.23311 14.02614
C 9.99479 13.73574 14.82842
C 10.23402 13.93659 16.20051
C 10.44950 12.81089 16.96441
C 10.34397 11.54086 16.37692
C 10.01773 11.38212 15.05427
C 9.87146 12.51806 14.19774
H 13.93337 18.28829 12.20705
H 14.22732 16.59461 13.81656
H 12.33481 14.98327 14.40182
H 9.85083 17.12328 11.65726
H 11.72108 18.62875 11.13590
H 6.84346 14.11700 13.64708
H 4.82944 15.34241 14.36487
H 4.94407 17.76240 14.90629
H 7.12038 18.99587 14.55154
H 9.08385 17.82848 13.89377
H 10.30636 14.91001 16.66083
H 10.72811 12.91202 18.00375
H 10.56596 10.70742 16.98964
H 9.91588 10.39474 14.66323
C 13.66423 16.06154 7.76098
C 12.22767 15.48174 7.97352
N 12.24276 14.44219 9.00983
C 12.91981 13.25604 8.54727
C 14.26979 13.65635 7.91189
N 14.59207 15.05046 8.39001
C 14.41324 15.12279 9.89683
C 12.89854 14.91455 10.19001
H 13.74311 17.07141 8.23455
H 14.00335 16.15302 6.72622
H 11.78880 15.04586 7.07634
H 11.54237 16.29371 8.28465
H 12.35287 12.71913 7.80360
H 13.06291 12.57075 9.41232
H 14.16764 13.78741 6.86401
H 15.07075 13.02761 8.21398
H 15.55671 15.25454 8.17204
H 14.81775 16.09220 10.18932
H 15.09518 14.38537 10.31442
H 12.38861 15.84676 10.47349
H 12.76699 14.19242 11.01832
*
```

max |F| = 1.8 eV Å⁻¹
electronic energy = -86977.9756 eV
HOMO = -0.3892 Ha
orbital gap = 7.30 eV
relative energy (zero: lowest compared OMol25 entry of this formula, charge and spin) = 0.0 kJ/mol
lowest unoccupied orbital energy = -3.29 eV

---

Entry 3:
ORCA calculation (ωB97M-V/def2-TZVPD) on a 2-piece molecular cluster, C35H30NO3 overall at a distorted geometry.

```
! RIJCOSX wB97M-V def2-TZVPD def2/J DEFGRID3
* xyz 1 1
O -2.85307 -1.61873 2.71914
C -2.28675 -0.63912 2.27908
O -2.78082 0.17832 1.31857
C -4.08164 -0.23835 0.79408
C -4.53652 0.95212 0.01471
C -4.06358 1.16245 -1.28521
C -4.43724 2.31313 -1.98355
C -5.26717 3.26741 -1.38185
C -5.72431 3.05879 -0.07536
C -5.34984 1.91116 0.62682
N -1.01915 -0.15691 2.65562
C -0.20417 -0.70950 3.62644
C 1.15564 -0.60378 3.43890
C -0.83100 -1.22447 4.85238
C -0.13413 -2.14524 5.65664
C -0.62457 -2.53204 6.90586
C -1.83742 -2.00835 7.37188
C -2.55958 -1.10949 6.57267
C -2.05989 -0.72199 5.32396
H -3.91124 -1.11810 0.15982
H -4.74468 -0.47502 1.63446
H -3.40375 0.41279 -1.72845
H -4.07259 2.46181 -3.00027
H -5.55491 4.16760 -1.92740
H -6.37426 3.78953 0.40654
H -5.67891 1.73026 1.65274
H -0.58558 0.42762 1.94447
H 1.81256 -1.12250 4.12748
H 1.52913 -0.28064 2.47293
H 0.80298 -2.55904 5.28268
H -0.05609 -3.24269 7.51016
H -2.22600 -2.30361 8.34854
H -3.51608 -0.70568 6.91335
H -2.62926 -0.00378 4.73102
C 9.00135 0.20346 0.31699
C 8.47898 1.49716 0.21755
C 8.07321 2.18709 1.36151
C 8.20978 1.55839 2.60044
O 7.68426 2.16453 3.75146
C 6.29247 2.18495 3.85636
C 5.65726 1.12258 4.51288
C 4.28308 1.04450 4.47658
C 3.48338 2.05857 3.86718
C 2.06872 1.88869 3.90429
C 1.10077 2.73763 3.28754
C -0.21874 2.75225 3.83296
C -1.20013 3.58263 3.31834
C -0.89495 4.47543 2.27975
C 0.38491 4.46137 1.70578
C 1.34796 3.55601 2.14511
C 4.17424 3.18829 3.33302
C 5.55753 3.22234 3.27375
C 8.77816 0.28767 2.72757
C 9.14297 -0.39999 1.57094
H 9.30502 -0.33302 -0.58381
H 8.38003 1.98548 -0.75264
H 7.63638 3.18567 1.31724
H 6.26772 0.36500 5.00453
H 3.78495 0.18694 4.93182
H 1.70839 1.23377 4.69781
H -0.42989 2.11240 4.69373
H -2.21041 3.53517 3.73037
H -1.65810 5.15931 1.90645
H 0.62362 5.15726 0.89767
H 2.29640 3.46319 1.61184
H 3.62034 4.05011 2.96591
H 6.09251 4.03915 2.78615
H 8.87463 -0.14632 3.72288
H 9.54580 -1.40980 1.66177
*
```

max |F| = 1.7 eV Å⁻¹
electronic energy = -44406.8253 eV
HOMO = -0.4013 Ha
orbital gap = 5.49 eV
relative energy (zero: lowest compared OMol25 entry of this formula, charge and spin) = 0.0 kJ/mol
lowest unoccupied orbital energy = -5.43 eV

---

Entry 4:
ORCA calculation (ωB97M-V/def2-TZVPD) on C35H31BBr2O4 as an isolated structure at a distorted geometry.

```
! RIJCOSX wB97M-V def2-TZVPD def2/J DEFGRID3
* xyz 0 1
C -4.53701 -3.53556 2.67810
C -3.65554 -2.39357 2.64287
C -3.71493 -1.21864 3.38785
C -2.98496 -0.26796 2.67241
C -2.56369 -0.84757 1.46905
B 0.57859 -0.52553 -2.02700
C -0.07870 0.43520 0.84715
C -0.54251 1.33269 1.82279
C 0.28231 1.19449 2.95905
C 1.23239 0.22640 2.64010
C 2.38288 -0.20362 3.37778
O 1.01658 -0.24497 1.38396
C 0.71707 -1.77787 -1.17071
C -0.07555 -2.83747 -0.77706
C 0.76540 -3.91241 -0.31637
C 2.05856 -3.38439 -0.34424
C 3.42580 -3.80868 -0.47742
O 1.98852 -2.03228 -0.63956
C -2.78409 -0.31552 0.18257
C -3.11906 -0.91438 -1.04204
C -4.02211 -0.04086 -1.73024
C -4.00495 1.14206 -1.00838
C -4.65157 2.42807 -1.00378
O -3.24530 0.98195 0.14055
O -2.80385 -2.24818 1.58701
H -4.76059 -3.72659 3.72548
H -5.47741 -3.31635 2.14724
H -4.08191 -4.41871 2.23027
H -4.29808 -1.01912 4.28818
H -2.81006 0.77821 2.88835
H -1.32685 2.06992 1.66851
H 0.17679 1.74400 3.89179
H 2.98618 0.67724 3.66200
H 2.06754 -0.61677 4.35001
H 3.00923 -0.89668 2.80085
H -1.17303 -2.81461 -0.70244
H 0.46551 -4.92381 0.02542
H 3.59424 -4.88806 -0.38814
H 3.77087 -3.49531 -1.47418
H 3.99349 -3.20077 0.24460
H -2.79361 -1.90752 -1.33070
H -4.64909 -0.27553 -2.61024
H -5.02612 2.72920 -1.98193
H -5.48609 2.35870 -0.28168
H -3.97440 3.20972 -0.62833
Br -2.16565 5.94039 -3.08070
C -1.56633 4.30284 -2.34791
C -1.70369 3.09088 -3.03750
C -1.25401 1.91109 -2.45334
C -0.70353 1.86789 -1.17052
C 0.04029 0.65560 -0.59549
C 1.48876 1.05783 -0.65840
C 2.34667 0.44983 -1.52602
C 3.77561 0.43230 -1.33788
C 4.62979 -0.45320 -2.03651
C 5.99164 -0.49666 -1.75337
C 6.52381 0.34199 -0.76133
Br 8.36557 0.26217 -0.34231
C 5.70042 1.24451 -0.07317
C 4.33897 1.27781 -0.35418
C -0.55726 3.09927 -0.50819
C -1.00275 4.30655 -1.06501
H -2.12726 3.09450 -4.02906
H -1.32695 1.00909 -3.04283
H -0.21234 -0.40087 -2.93179
H 1.84338 1.84654 0.03751
H 1.93526 -0.13562 -2.42225
H 4.18709 -1.09150 -2.80328
H 6.62812 -1.18324 -2.29358
H 6.11943 1.90305 0.67505
H 3.70593 1.98094 0.19461
H -0.01378 3.14675 0.44586
H -0.85803 5.24072 -0.50793
*
```

max |F| = 5.6 eV Å⁻¹
electronic energy = -185740.6412 eV
HOMO = -0.2441 Ha
orbital gap = 6.73 eV
relative energy (zero: lowest compared OMol25 entry of this formula, charge and spin) = 86.1 kJ/mol
lowest unoccupied orbital energy = 0.09 eV

---

Entry 5:
ORCA calculation (ωB97M-V/def2-TZVPD) on C35H31F2N5O5RuSi as an isolated structure at a distorted geometry.

```
! RIJCOSX wB97M-V def2-TZVPD def2/J DEFGRID3
* xyz 2 1
Ru 0.30108 1.04466 -0.24917
C 4.33534 -0.34492 -2.32508
Si 2.76336 -0.48630 -1.34232
C 1.99590 -2.14708 -1.65527
C 3.35411 -0.09881 0.38569
N 1.38966 0.81927 -1.75147
C 1.45612 1.37285 -3.05495
C 1.90463 0.51099 -4.07823
C 1.95479 0.88862 -5.40092
C 1.56032 2.17463 -5.76624
C 1.08546 3.03945 -4.79422
C 1.01629 2.63124 -3.48006
F 0.55574 3.52806 -2.60003
H 5.03057 -0.94930 -1.72950
H 4.74334 0.66683 -2.35707
H 4.33500 -0.75838 -3.33061
H 2.49221 -2.88599 -1.01935
H 2.19432 -2.43459 -2.69060
H 0.92476 -2.20884 -1.48184
H 3.65685 -1.04305 0.84854
H 2.70789 0.42713 1.08385
H 4.25958 0.50010 0.26745
H 2.15469 -0.51300 -3.83761
H 2.29407 0.17894 -6.14214
H 1.61040 2.49784 -6.79670
H 0.76100 4.04536 -5.02582
C 0.02241 -3.14856 5.96385
C -0.00601 -3.98081 4.69446
C -1.12167 -5.00992 4.72759
C -1.09355 -5.86492 3.47459
C -1.17650 -4.99624 2.25088
C -1.72233 -5.47022 1.08449
C -1.79799 -4.65392 -0.04463
F -2.33918 -5.15458 -1.15503
C -1.34263 -3.37068 -0.03960
C -0.78237 -2.85532 1.14167
C -0.28783 -1.49926 1.16566
O -0.37355 -0.82217 0.05529
C 0.22321 -1.02318 2.36562
C 0.25976 -1.88060 3.46286
N -0.16095 -3.12885 3.45753
C -0.70415 -3.66540 2.28751
C 0.70791 0.36729 2.65769
O 1.07244 0.65502 3.76823
O 0.72849 1.26257 1.67351
H 0.02917 -3.83547 6.80895
H -0.86716 -2.52168 6.04739
H 0.91167 -2.52826 6.06131
H 0.94927 -4.49837 4.57306
H -2.08455 -4.50223 4.83454
H -0.98187 -5.62902 5.61258
H -1.90818 -6.58777 3.46792
H -0.16280 -6.43980 3.44537
H -2.10589 -6.48123 1.02760
H -1.41339 -2.76120 -0.92676
H 0.65903 -1.48450 4.38333
O -2.32406 7.56453 -0.37579
N -3.15390 6.68839 -0.49743
O -4.34941 6.84456 -0.53695
C -2.65154 5.30178 -0.67879
C -3.47285 4.45873 -1.33353
C -3.06769 3.11223 -1.61187
C -3.83909 2.18735 -2.33733
C -3.34592 0.92322 -2.55363
C -2.09816 0.57188 -2.03577
N -1.35804 1.43476 -1.35414
C -1.82718 2.69527 -1.14602
C -0.97576 3.58964 -0.43720
N 0.22536 3.07647 -0.06888
C 1.09659 3.84014 0.56100
C 0.80920 5.17666 0.84505
C -0.39755 5.71658 0.47954
C -1.34095 4.91393 -0.20236
H -4.44254 4.81163 -1.65787
H -4.80961 2.47732 -2.72022
H -3.90945 0.18956 -3.11180
H -1.68484 -0.42000 -2.15763
H 2.02496 3.37768 0.86473
H 1.54518 5.77434 1.36308
H -0.62107 6.74693 0.70000
*
```

max |F| = 1.3 eV Å⁻¹
electronic energy = -70367.6120 eV
HOMO (alpha / beta) = -0.5136 / -0.5136 Ha
orbital gap (alpha / beta) = 6.44 / 6.41 eV
lowest unoccupied orbital energy (alpha / beta) = -7.54 / -7.56 eV

---

Entry 6:
ORCA calculation (ωB97M-V/def2-TZVPD) on C35H31F6N7RuSbSe as an isolated structure at a distorted geometry.

```
! RIJCOSX wB97M-V def2-TZVPD def2/J DEFGRID3
* xyz 0 2
Ru -0.38546 -0.08057 0.10041
C -7.13635 0.75308 -1.93424
C -5.80391 0.27414 -1.42862
C -5.50469 -1.08273 -1.32279
C -4.26925 -1.52094 -0.90373
C -3.23504 -0.64312 -0.52006
N -2.01525 -1.12282 -0.08164
C -1.83367 -2.51124 0.09821
C -2.61825 -3.21493 1.00970
C -2.40379 -4.55229 1.26933
C -1.36181 -5.23279 0.64529
C -1.07240 -6.67237 0.97127
C -0.55933 -4.53119 -0.23726
C -0.78963 -3.19045 -0.53014
N 0.09037 -2.55226 -1.45145
C 0.94079 -3.15892 -2.31276
C 1.72065 -2.19867 -2.89804
C 1.27357 -0.99505 -2.34908
N 0.28590 -1.21313 -1.49271
C -3.54391 0.72696 -0.66311
C -4.78910 1.15584 -1.11381
N -2.58277 1.76358 -0.44057
C -2.78704 3.03904 -0.05608
C -1.57015 3.68657 -0.07894
C -0.65513 2.71246 -0.48871
N -1.29533 1.56614 -0.74241
H -7.93471 0.07549 -1.63285
H -7.14745 0.80825 -3.02478
H -7.37404 1.74474 -1.55022
H -6.25497 -1.81689 -1.59198
H -4.07851 -2.58286 -0.86147
H -3.40268 -2.67622 1.52639
H -3.03198 -5.06773 1.98541
H -1.99369 -7.24936 1.05258
H -0.54755 -6.75398 1.92494
H -0.44743 -7.13458 0.20845
H 0.29050 -5.03515 -0.67514
H 0.92692 -4.22320 -2.45476
H 2.53914 -2.33855 -3.57890
H 1.64990 -0.00002 -2.50688
H -4.95160 2.21827 -1.24929
H -3.76621 3.38495 0.22219
H -1.36928 4.71095 0.17773
H 1.33689 3.38814 0.04895
C 0.68909 3.21864 4.12296
N 1.31341 1.99892 3.66091
C 0.71646 0.99528 2.98775
Se -1.05619 0.94503 2.38025
N 1.61658 0.04182 2.75210
C 2.85193 0.43863 3.23878
C 4.10486 -0.15589 3.19542
C 5.14996 0.54391 3.76760
C 4.95038 1.78633 4.38085
C 3.70043 2.37759 4.43188
C 2.65981 1.67958 3.83650
H -0.30644 3.27963 3.68958
H 1.28382 4.07430 3.80297
H 0.61427 3.22143 5.21029
H 1.38463 -0.71266 2.07285
H 4.26109 -1.11169 2.71600
H 6.14706 0.12959 3.72113
H 5.79620 2.30092 4.81565
H 3.54904 3.33924 4.90251
C 0.79618 2.76484 -0.65293
C 1.35440 2.64078 -1.96456
C 0.54801 2.30876 -3.07267
C 1.11075 2.23258 -4.32556
C 2.47666 2.47118 -4.48593
C 3.27720 2.80064 -3.40497
C 2.71783 2.90462 -2.14409
H -0.50875 2.12264 -2.93255
H 0.50046 1.98427 -5.18331
H 2.91701 2.38954 -5.47187
H 4.34090 2.93997 -3.52977
H 3.34621 3.10275 -1.28495
F 1.22471 1.19477 0.02730
Sb 4.19033 -0.41055 -0.27567
F 4.45337 -2.25101 -1.00267
F 6.08236 -0.45093 0.04283
F 4.09155 0.04687 -2.16481
F 4.47855 1.61100 -0.08822
F 0.63373 -1.44986 1.16006
*
```

max |F| = 1.6 eV Å⁻¹
electronic energy = -138003.9255 eV
HOMO (alpha / beta) = -0.2818 / -0.2921 Ha
orbital gap (alpha / beta) = 6.66 / 6.89 eV
relative energy (zero: lowest compared OMol25 entry of this formula, charge and spin) = 24.4 kJ/mol
lowest unoccupied orbital energy (alpha / beta) = -1.01 / -1.06 eV